C29H25F3N9OTi as an isolated structure. Source: the Open Molecules 2025 dataset; level of theory: ωB97M-V/def2-TZVPD.

Atoms and positions in Å:
Ti: -2.3980 1.9528 -0.3589
C: 2.0490 2.6250 2.7919
N: 1.0106 2.9596 1.8008
C: -0.0138 2.2265 1.4013
N: -0.7066 2.9117 0.4840
C: -0.0293 4.0981 0.3893
N: 1.0139 4.1557 1.1692
C: 2.1427 1.1355 2.9800
C: 1.9321 0.5484 4.2179
C: 1.9895 -0.8363 4.3559
C: 2.2222 -1.6403 3.2561
C: 2.4220 -1.0520 2.0072
C: 2.4048 0.3284 1.8786
C: 2.5777 -1.8816 0.8164
N: 2.6548 -3.1600 0.7063
N: 2.6636 -3.4380 -0.6565
C: 2.6070 -2.3028 -1.2582
O: 2.5648 -1.2604 -0.3905
C: 2.4299 -2.0114 -2.6778
C: 2.7142 -2.9638 -3.6531
C: 2.4283 -2.6830 -4.9782
C: 1.8389 -1.4734 -5.3324
C: 1.5597 -0.5250 -4.3606
C: 0.8781 0.7773 -4.7010
N: -0.3408 0.9434 -3.9029
C: -0.5055 1.6244 -2.7812
N: -1.7205 1.3752 -2.2878
C: -2.2514 0.4960 -3.1922
N: -1.4432 0.2142 -4.1748
C: 1.8746 -0.7927 -3.0379
H: 1.8017 3.1324 3.7231
H: 2.9709 3.0575 2.4059
H: -0.2464 1.2360 1.7579
H: -0.3246 4.9115 -0.2533
H: 1.7199 1.1662 5.0821
H: 1.8310 -1.2844 5.3271
H: 2.2388 -2.7181 3.3451
H: 2.5770 0.7761 0.9068
H: 3.1416 -3.9141 -3.3633
H: 2.6438 -3.4168 -5.7426
H: 1.5874 -1.2783 -6.3677
H: 0.5903 0.8207 -5.7485
H: 1.5084 1.6402 -4.4835
H: 0.2447 2.2690 -2.3522
H: -3.2402 0.0767 -3.1072
H: 1.6530 -0.0673 -2.2640
F: -5.5440 2.6245 -0.1905
C: -4.2812 2.8515 -0.4755
F: -4.2251 3.8562 -1.3856
F: -3.6907 3.4498 0.7133
C: -3.8523 0.3829 2.9954
C: -2.8975 -0.6824 2.5525
C: -2.6528 -1.8145 3.3221
C: -1.7550 -2.7829 2.9021
C: -1.0908 -2.6473 1.6932
C: -1.3109 -1.5401 0.8829
C: -0.6162 -1.4008 -0.4364
C: -2.2144 -0.5620 1.3322
N: -2.3866 0.6019 0.5916
H: -4.2869 0.1297 3.9607
H: -4.6641 0.5175 2.2781
H: -3.3569 1.3523 3.0896
H: -3.1737 -1.9327 4.2644
H: -1.5765 -3.6547 3.5180
H: -0.3927 -3.4101 1.3670
H: 0.0438 -2.2516 -0.6045
H: -0.0174 -0.4839 -0.4810
H: -1.3245 -1.3619 -1.2663

Force components x, y, z for each atom (eV/Å):
Ti 0.006 0.436 0.321
C -0.027 0.107 -0.014
N -0.038 -0.052 0.054
C 0.048 0.076 -0.022
N 0.216 -0.016 0.145
C -0.051 -0.019 0.020
N 0.038 0.004 -0.017
C -0.011 -0.038 -0.055
C -0.022 -0.034 0.044
C 0.006 0.041 -0.005
C -0.001 0.013 -0.013
C 0.012 -0.028 0.041
C 0.012 0.020 0.011
C 0.051 0.048 -0.044
N -0.074 -0.041 -0.006
N 0.088 -0.001 0.031
C -0.040 0.016 0.017
O 0.020 -0.027 0.019
C 0.018 -0.031 -0.002
C -0.017 0.000 -0.018
C -0.011 0.028 0.012
C 0.006 -0.025 -0.022
C 0.009 0.008 0.002
C -0.025 0.072 -0.018
N 0.026 -0.042 0.007
C -0.052 -0.010 -0.030
N 0.305 0.010 -0.224
C -0.125 -0.032 -0.011
N 0.002 0.018 0.011
C -0.020 0.020 -0.011
H 0.001 -0.012 0.004
H 0.016 -0.024 -0.002
H 0.021 0.002 0.017
H -0.002 -0.001 -0.001
H 0.004 0.005 -0.009
H -0.003 -0.004 -0.002
H -0.002 0.000 -0.010
H 0.003 0.000 -0.001
H -0.001 0.003 0.003
H 0.004 -0.002 0.006
H 0.002 -0.004 0.004
H -0.021 -0.023 0.002
H 0.027 -0.019 -0.001
H -0.012 0.010 0.006
H -0.006 0.009 0.012
H 0.008 -0.006 -0.001
F 0.036 0.011 -0.007
C -0.345 -0.126 -0.092
F -0.137 0.092 -0.007
F 0.258 -0.022 -0.095
C -0.051 0.074 0.072
C 0.150 -0.208 -0.047
C -0.054 0.110 -0.019
C 0.016 -0.069 0.040
C 0.023 0.031 -0.089
C -0.168 -0.018 0.212
C 0.078 0.026 -0.047
C 0.113 0.106 0.237
N -0.254 -0.422 -0.378
H -0.011 0.010 -0.008
H 0.007 -0.026 -0.021
H 0.012 -0.008 -0.001
H 0.002 0.000 -0.002
H -0.002 0.002 -0.004
H -0.007 -0.003 0.002
H -0.014 0.011 -0.022
H 0.002 -0.016 0.008
H -0.043 -0.011 0.017

Calculated values
net charge: +1
lowest unoccupied orbital energy: -3.0609 eV

A 5-piece molecular cluster, C29H25FNO8 overall. Source: the Open Molecules 2025 dataset; level of theory: ωB97M-V/def2-TZVPD.

Atoms and positions in Å:
C: 5.5724 -0.2324 0.6774
C: 4.7146 0.5977 0.0030
N: 3.6789 1.2749 0.4961
C: 2.5812 1.5194 -0.4039
C: 1.3010 0.8828 0.1518
C: 1.0686 -0.5780 -0.2747
F: 2.0972 -1.0947 -1.0619
H: 5.3685 -0.5008 1.7078
H: 6.4845 -0.5791 0.2078
H: 4.9364 0.7290 -1.0790
H: 2.7669 1.1521 -1.4279
H: 2.3816 2.6069 -0.4869
H: 1.3519 0.9313 1.2386
H: 0.4193 1.4629 -0.1492
H: 0.9707 -1.2095 0.6008
H: 0.1482 -0.6725 -0.8554
C: -3.3880 -0.6065 -1.1241
C: -4.1893 -0.3125 -2.1449
C: -4.2658 1.0671 -2.6912
O: -4.9808 1.3291 -3.6373
C: -3.4315 2.1132 -2.0454
C: -2.6414 1.8240 -1.0165
C: -2.5516 0.4438 -0.4877
O: -1.8099 0.1742 0.4336
H: -3.3009 -1.6029 -0.7161
H: -4.8086 -1.0553 -2.6315
H: -3.4944 3.1069 -2.4653
H: -2.0172 2.5660 -0.5347
C: 0.9239 5.2419 -5.3747
C: 0.0017 5.3681 -4.4258
C: -0.5942 4.1763 -3.7720
O: -1.4391 4.2902 -2.9087
C: -0.1162 2.8408 -4.2075
C: 0.8079 2.7146 -5.1554
C: 1.3991 3.9045 -5.8168
O: 2.2360 3.7965 -6.6865
H: 1.3742 6.0927 -5.8699
H: -0.3605 6.3294 -4.0841
H: -0.5582 1.9893 -3.7057
H: 1.1757 1.7524 -5.4876
C: -4.2909 -3.9008 2.8396
C: -3.6489 -3.9664 4.0026
C: -2.7573 -2.8631 4.4633
O: -2.1671 -2.9471 5.5188
C: -2.6341 -1.6823 3.5792
C: -3.2800 -1.6199 2.4166
C: -4.1461 -2.7188 1.9490
O: -4.7153 -2.6695 0.8740
H: -4.9340 -4.6947 2.4802
H: -3.7298 -4.8184 4.6662
H: -1.9839 -0.8847 3.9104
H: -3.1712 -0.7588 1.7747
C: 1.6279 -3.5315 3.0860
C: 2.8704 -3.9329 3.3354
C: 3.9793 -2.9559 3.5016
O: 5.1079 -3.3377 3.7377
C: 3.6473 -1.5195 3.3714
C: 2.4015 -1.1155 3.1281
C: 1.2964 -2.0900 2.9736
O: 0.1566 -1.7294 2.7360
H: 0.8035 -4.2222 2.9562
H: 3.1404 -4.9775 3.4279
H: 4.4714 -0.8260 3.4735
H: 2.1432 -0.0713 3.0093

Force components x, y, z for each atom (eV/Å):
C 0.037 0.194 0.108
C -0.056 0.147 -0.189
N -0.176 -0.625 0.182
C 0.378 0.477 0.272
C -0.259 -0.130 -0.483
C -0.075 0.279 0.186
F -0.007 -0.018 -0.036
H 0.274 0.160 -0.096
H -0.079 -0.132 0.008
H -0.121 -0.163 0.040
H -0.014 0.050 0.015
H -0.039 -0.065 -0.005
H 0.027 0.119 -0.048
H 0.061 -0.004 -0.038
H 0.030 -0.183 -0.092
H 0.083 -0.051 -0.088
C 0.060 0.107 -0.168
C 0.044 0.026 -0.003
C -0.007 -0.026 0.052
O -0.001 -0.002 0.002
C -0.142 -0.072 -0.059
C 0.033 0.034 -0.027
C 0.055 -0.020 -0.025
O -0.100 0.110 0.005
H -0.038 0.003 0.015
H -0.010 0.012 -0.007
H -0.004 -0.001 -0.004
H 0.026 -0.012 -0.016
C -0.004 0.004 0.009
C -0.013 0.006 -0.019
C 0.076 -0.077 0.049
O 0.007 0.133 -0.026
C -0.001 0.002 -0.003
C -0.005 -0.007 -0.006
C 0.004 -0.003 0.022
O -0.020 0.003 -0.029
H 0.018 -0.010 -0.002
H -0.005 -0.007 0.015
H 0.012 0.007 0.025
H 0.026 0.005 0.013
C 0.014 -0.007 0.001
C 0.019 -0.001 -0.036
C -0.014 -0.059 -0.075
O -0.032 0.007 0.018
C -0.087 0.015 -0.038
C -0.032 0.144 0.250
C 0.030 -0.023 -0.003
O -0.043 -0.118 0.132
H -0.008 0.010 -0.007
H 0.010 0.008 0.013
H 0.042 -0.051 0.028
H -0.044 -0.138 -0.002
C -0.042 0.006 0.061
C 0.009 -0.006 -0.041
C 0.022 0.106 -0.085
O 0.002 -0.061 0.106
C 0.083 -0.076 0.038
C -0.219 -0.077 0.013
C 0.220 0.183 -0.041
O -0.034 -0.129 0.174
H -0.009 0.007 -0.001
H 0.018 0.000 -0.012
H -0.062 -0.012 -0.007
H 0.084 -0.002 -0.036

Calculated values
net charge: -1
lowest unoccupied orbital energy: 0.0940 eV

An isolated ion of composition C29H25FNOS and charge +1. Source: the Open Molecules 2025 dataset; level of theory: ωB97M-V/def2-TZVPD.

Atoms and positions in Å:
C: 0.6988 -3.5896 4.0916
O: 0.4769 -3.7208 2.6677
C: 0.7771 -2.6682 1.7682
C: 2.2423 -2.8269 1.2977
C: 3.3165 -3.0964 2.1845
C: 4.5822 -3.4389 1.6801
C: 4.8438 -3.4338 0.3080
C: 3.8108 -3.1066 -0.5675
C: 2.5337 -2.7648 -0.0778
C: 0.5453 -1.3408 2.4697
N: 1.2863 -0.1954 2.3366
C: 2.3342 0.0091 1.3409
C: 0.8020 0.8941 3.0953
C: -0.3205 0.5329 3.8431
C: -0.8812 1.4350 4.7453
C: -0.3279 2.7330 4.8475
C: 0.8075 3.0945 4.1075
C: 1.4122 2.1431 3.2658
S: -0.7859 -1.1303 3.5457
H: -0.2414 -3.9588 4.5196
H: 1.5544 -4.2677 4.3484
H: 0.8868 -2.5526 4.4719
H: 3.1497 -3.0455 3.2661
H: 5.3609 -3.7731 2.3673
H: 5.8366 -3.6674 -0.0881
H: 3.9787 -3.1596 -1.6437
H: 1.7225 -2.4027 -0.7400
H: 2.6583 1.0431 1.3627
H: 3.2220 -0.5915 1.5813
H: 1.9832 -0.1833 0.3127
H: -1.7304 1.1015 5.3505
H: -0.8004 3.4686 5.5095
H: 1.2260 4.1109 4.1983
H: 2.3749 2.3683 2.8045
F: -2.6010 -0.3960 -3.7118
C: -2.1245 -1.1154 -2.6507
C: -2.0888 -0.5455 -1.3852
C: -1.5648 -1.2673 -0.2997
C: -1.0434 -2.5648 -0.4999
C: -0.6274 -3.3192 0.7474
C: -0.2283 -4.7691 0.4813
C: -0.5623 -5.8296 1.3402
C: -0.0053 -7.1091 1.1773
C: 0.8896 -7.3718 0.1238
C: 1.2752 -6.3177 -0.7115
C: 0.6861 -5.0455 -0.5483
C: -1.1351 -3.1004 -1.8053
C: -1.6262 -2.3855 -2.8968
H: -2.5004 0.4500 -1.2450
H: -1.5527 -0.8153 0.7110
H: -1.4366 -3.1883 1.5126
H: -1.2092 -5.6258 2.2092
H: -0.2431 -7.8953 1.9025
H: 1.2540 -8.3980 -0.0513
H: 2.0221 -6.4868 -1.4958
H: 1.0068 -4.2511 -1.2468
H: -0.7733 -4.1006 -2.0098
H: -1.6197 -2.8484 -3.8862

Force components x, y, z for each atom (eV/Å):
C 0.819 -0.833 0.034
O 0.533 1.048 1.988
C -0.553 -0.963 0.113
C 0.426 -0.100 -0.940
C -0.599 -0.271 -0.414
C -0.221 0.101 0.237
C -0.440 0.012 0.014
C -0.580 0.301 0.069
C 0.003 0.029 0.301
C 0.223 1.502 -0.834
N -1.492 -1.248 -0.064
C 0.923 0.116 -0.547
C 0.319 -0.339 0.458
C -0.014 0.321 0.062
C 0.050 0.616 0.156
C -0.602 -0.695 -0.042
C 0.130 -0.640 -0.347
C -0.063 0.518 0.231
S 0.427 0.829 -0.527
H 0.414 0.071 0.330
H -0.813 0.627 0.037
H 0.133 -1.223 -0.383
H 0.142 -0.274 -0.422
H -0.182 0.374 -0.098
H -0.416 -0.064 0.259
H -0.024 0.256 0.263
H 0.698 -0.501 0.223
H -0.250 0.106 0.147
H -0.460 0.109 -0.227
H 0.057 -0.142 0.659
H 0.294 0.423 -0.179
H 0.236 -0.423 -0.253
H -0.173 -0.769 -0.026
H -0.455 0.020 -0.014
F 0.243 -0.420 0.997
C 0.221 0.177 -0.745
C -0.069 0.014 0.458
C 0.157 -0.034 -0.714
C -0.662 0.820 -0.096
C 0.898 0.389 -0.374
C 0.500 -0.014 0.117
C 0.127 -0.124 0.295
C -0.107 0.311 -0.216
C -0.220 0.179 0.168
C -0.613 0.172 0.152
C 0.765 -0.355 -0.375
C 0.365 0.051 0.265
C -0.069 -0.030 0.571
H 0.081 -0.128 -0.049
H -0.110 -0.268 -0.757
H 0.882 -0.359 -0.598
H 0.295 -0.191 -0.569
H -0.036 0.300 -0.414
H -0.043 0.719 0.241
H -0.421 0.133 0.260
H -0.233 -0.760 0.706
H -0.288 0.160 0.100
H -0.157 0.363 0.311

Calculated values
net charge: +1
lowest unoccupied orbital energy: -4.2245 eV

Result set for HOMO energy: -0.4017, -0.0775, -0.4178 hartree, one per record in the order listed.